# 1
A single C34H53BrF3NO4 molecule. Source: the Open Molecules 2025 dataset; level of theory: ωB97M-V/def2-TZVPD.

CARTESIAN COORDINATES (ANGSTROEM)
1 C 0.5662 -4.7950 5.1870
2 C 0.5106 -3.2881 5.8396
3 C -0.3046 -2.1799 4.9340
4 C -1.9100 -2.3044 5.2769
5 C -2.6562 -1.0538 4.5192
6 C -3.3573 -1.6552 3.1309
7 C -2.2705 -2.0217 1.9599
8 C -1.8479 -3.6031 1.8709
9 C -1.6166 -4.1072 0.2946
10 C -0.0388 -4.1683 -0.1463
11 C 0.6842 -2.6641 -0.2397
12 C -0.3231 -1.6892 -1.0863
13 C 0.4044 -0.5196 -1.9702
14 C -0.2305 -0.0258 -3.4366
15 C -1.6034 -0.7313 -4.0810
16 C -1.0236 -1.7369 -5.2846
17 O 0.3459 -2.2513 -4.9507
18 C -2.0770 -2.9201 -5.7063
19 F -3.4739 -2.4380 -5.9282
20 F -1.6166 -3.4277 -7.0527
21 F -1.9741 -4.0429 -4.7432
22 C 0.5092 1.1905 -4.2748
23 C -0.1052 1.7623 -5.7169
24 C -0.8160 3.2224 -5.3165
25 C -2.0192 3.0733 -4.2075
26 C -1.9513 4.1621 -2.9740
27 C -1.7905 3.4396 -1.4736
28 C -0.3050 3.7936 -0.8636
29 C -0.2419 3.8034 0.7916
30 C 1.3762 3.6472 1.1696
31 C 1.6821 3.7399 2.7804
32 C 3.3152 3.5867 3.1058
33 O 3.6901 2.1995 3.4710
34 C 5.0901 2.1273 3.9425
35 C 1.9120 1.9476 -3.7678
36 C 2.5103 1.4429 -2.3287
37 C 1.7510 0.2693 -1.4734
38 C 2.6307 0.1153 -0.1009
39 O 2.3222 -0.2623 1.1419
40 N 4.0091 0.6069 -0.5905
41 Br 5.3663 0.6834 0.7105
42 C 3.8223 1.8762 -1.4486
43 O 4.5598 2.9909 -1.4919
44 H 1.6635 -5.0521 4.8015
45 H -0.1459 -4.9659 4.2734
46 H 0.2715 -5.5875 6.0043
47 H 0.0264 -3.3566 6.9095
48 H 1.6319 -2.8933 5.9135
49 H 0.0284 -1.1003 5.3179
50 H -0.0408 -2.2315 3.7948
51 H -2.3990 -3.3247 4.9665
52 H -2.0680 -2.1472 6.4308
53 H -1.9357 -0.1301 4.2935
54 H -3.5092 -0.6317 5.2119
55 H -4.1184 -2.5201 3.3351
56 H -4.0043 -0.7453 2.7080
57 H -2.7828 -1.7505 0.9158
58 H -1.3060 -1.3645 2.0569
59 H -2.7742 -4.2422 2.2590
60 H -0.9154 -3.8270 2.5528
61 H -2.3180 -3.5363 -0.4642
62 H -2.0048 -5.2360 0.2877
63 H 0.1696 -4.8035 -1.1246
64 H 0.5488 -4.7304 0.7227
65 H 0.6668 -2.2627 0.8846
66 H 1.7798 -2.7231 -0.6505
67 H -0.8869 -2.3941 -1.8674
68 H -1.1694 -1.1759 -0.4580
69 H -2.1836 -1.3869 -3.3019
70 H -2.2951 0.0420 -4.6301
71 H -0.8615 -1.0729 -6.2619
72 H 0.9066 -2.0565 -5.7771
73 H -0.9733 1.1025 -6.1430
74 H 0.7451 2.0172 -6.4796
75 H -0.0402 3.9999 -4.8931
76 H -1.2804 3.7097 -6.2906
77 H -2.1140 2.0140 -3.7188
78 H -3.0441 3.2562 -4.7912
79 H -1.1889 5.0377 -3.1418
80 H -3.0279 4.6755 -2.9375
81 H -2.6498 3.7404 -0.7335
82 H -1.8316 2.2496 -1.5624
83 H 0.4062 2.8957 -1.1976
84 H 0.0228 4.8275 -1.3026
85 H -0.8307 2.9152 1.2908
86 H -0.5735 4.8598 1.2212
87 H 1.7836 2.6150 0.7988
88 H 1.9745 4.5209 0.6444
89 H 1.1531 2.9093 3.4260
90 H 1.3893 4.8045 3.1865
91 H 3.9845 3.9683 2.2116
92 H 3.6241 4.2569 4.0419
93 H 5.4314 0.9870 3.9553
94 H 5.8478 2.6608 3.1939
95 H 5.2630 2.5915 5.0104
96 H 2.4504 2.7978 -4.3649

Force components x, y, z for each atom (eV/Å):
C 0.3808 -0.4605 0.0590
C 0.7079 0.2497 -0.7870
C -0.1446 -0.0947 1.6323
C 0.4553 1.4721 -0.2712
C -1.0148 -0.9670 -0.2370
C 0.1067 2.1041 -0.2449
C -0.3894 -0.3001 -0.5712
C -0.8717 0.0643 -0.5204
C 0.1048 -1.3966 0.5558
C 0.9647 0.1956 0.5504
C -1.6511 -0.1679 1.2537
C 0.2231 0.0438 -1.7290
C 1.6173 2.9356 -1.6614
C 2.6548 2.0744 1.2123
C 1.6565 -0.6787 -0.5192
C 0.5499 1.2798 -0.7834
O -1.7466 0.7748 -2.2916
C 0.6972 -1.1341 -1.2211
F 4.5577 -1.8687 1.1293
F -1.7085 1.1932 4.1976
F -1.0604 3.5598 -3.2811
C 1.4121 -0.8914 1.7796
C -0.3255 1.3906 1.9057
C -0.3889 0.1788 -0.0094
C -0.7955 0.5092 -0.2958
C -1.8823 -0.2142 0.5824
C 0.9106 -0.2806 -0.2040
C -0.6560 -1.0131 0.6357
C 1.6733 0.4305 -0.3468
C -0.2850 0.1354 0.7464
C 1.2385 -0.0033 0.2123
C 0.2819 0.7223 0.6647
O 1.3643 1.4989 0.0447
C 0.9217 -0.3942 -0.4812
C -1.6089 -3.4002 3.3728
C -3.0640 -1.4398 -1.0548
C -0.9150 1.0233 -2.2480
C -1.3912 -0.8955 3.3030
O 2.2280 2.3033 -8.2652
N -1.7382 2.0795 0.5519
Br -0.5810 0.1201 -0.4075
C 1.5920 3.0981 -0.9257
O -4.6474 -7.6114 0.4458
H -2.3923 0.5732 0.8961
H 1.1918 0.5426 1.7767
H 0.6586 1.4856 -1.6635
H 1.0395 0.3257 -2.1330
H -2.4339 -0.9253 0.1448
H -0.7191 -2.3018 -0.8887
H -0.5964 -0.0882 2.1774
H 1.0680 1.9454 0.5189
H 0.5358 -0.5172 -2.1630
H -1.4226 -2.2394 0.3327
H 1.5601 -0.8527 -1.4022
H 1.6613 1.4768 -0.2299
H 1.2665 -1.9877 0.7890
H 1.0925 -0.5633 2.2401
H -1.8594 -1.0739 -0.1159
H 2.0356 1.3725 -0.6400
H -1.8431 0.3273 -1.4986
H 1.5485 -0.9489 1.6224
H 0.8907 2.3870 -0.1414
H -0.7339 1.4729 1.8676
H -1.3207 1.0578 -1.8054
H 0.4770 -0.7828 -2.5484
H -2.2646 0.2051 0.7117
H 1.2606 1.6264 1.5323
H 1.8341 -1.0296 -0.9418
H 1.1545 1.5820 -1.4007
H 1.3352 -1.4901 1.4308
H -0.8403 -1.5345 2.0585
H -1.2942 -0.5732 1.9367
H 2.0039 1.0729 0.7232
H -1.6266 -0.9493 1.4293
H -1.2631 -1.7736 -0.8861
H 1.0540 -1.0805 1.9111
H 0.4868 1.9602 -1.0755
H 2.1940 -0.4574 1.2801
H -1.2585 -1.9178 0.3187
H 2.3644 -0.9420 -0.1723
H 1.6822 -0.3119 -1.5155
H -0.0698 2.5711 0.0059
H -1.3156 2.2762 0.4726
H -0.3111 -2.0370 0.9750
H 1.0077 1.8358 -1.1079
H 0.3761 -2.3554 -0.8714
H -0.7957 1.9087 0.5376
H -1.1816 -1.8422 0.9557
H 0.8790 1.6566 -1.4459
H 0.3973 -2.1177 -0.8048
H -1.3662 -0.8531 1.4888
H -0.8677 -1.1709 -1.8844
H -1.0801 2.4342 0.0769
H -1.7185 -0.8969 1.4337
H -0.6195 -0.8148 -2.0019
H -1.2941 -1.8927 1.2151

These are the Löwdin partial charges, in e, on atoms 1 to 2: C -0.147; C -0.257


# 2
A molecular structure, C34H53F15O38S7. Source: the Open Molecules 2025 dataset; level of theory: ωB97M-V/def2-TZVPD.

CARTESIAN COORDINATES (ANGSTROEM)
1 C -6.3920 3.3112 -2.9867
2 C -5.6647 2.0121 -3.0476
3 O -4.2757 2.2872 -3.2859
4 C -3.5158 1.2384 -3.5112
5 O -3.8240 0.0902 -3.4062
6 C -2.0492 1.6318 -3.7737
7 F -1.2467 0.8541 -3.0278
8 F -1.7301 1.4153 -5.0668
9 F -1.7952 2.9007 -3.4932
10 H -6.1314 3.9198 -2.1185
11 H -7.4667 3.1557 -2.8651
12 H -6.2474 3.9560 -3.8538
13 H -6.1011 1.3710 -3.8157
14 H -5.7731 1.4546 -2.1162
15 C 4.7353 -4.5348 -3.5965
16 C 3.5361 -3.6932 -3.2863
17 O 2.8331 -4.3234 -2.2036
18 C 1.8561 -3.6591 -1.6319
19 O 1.5168 -2.5390 -1.8912
20 C 1.0446 -4.5780 -0.6895
21 F 0.7559 -3.9253 0.4351
22 F -0.1099 -4.8877 -1.3161
23 F 1.6624 -5.7147 -0.3913
24 H 5.5115 -4.5263 -2.8284
25 H 5.2449 -4.1696 -4.4926
26 H 4.4917 -5.5796 -3.7868
27 H 2.8743 -3.6368 -4.1533
28 H 3.7772 -2.6704 -2.9953
29 C 2.2791 1.8434 -5.0926
30 C 1.7525 1.9382 -3.6884
31 O 2.4975 2.9846 -3.0060
32 C 1.8873 4.0976 -2.6793
33 O 0.7082 4.3033 -2.6605
34 C 2.8608 5.2350 -2.3074
35 F 2.7609 6.1960 -3.2409
36 F 2.5233 5.7547 -1.1340
37 F 4.1371 4.8485 -2.2778
38 H 2.1886 2.7788 -5.6482
39 H 1.6745 1.1411 -5.6787
40 H 3.3057 1.4904 -5.1669
41 H 1.9713 1.0265 -3.1338
42 H 0.6972 2.1819 -3.6395
43 C -2.0720 -3.6990 1.6637
44 C -3.4796 -3.5282 2.2142
45 O -4.4153 -4.3978 1.5714
46 C -4.9999 -3.9352 0.4850
47 O -4.9986 -2.8023 0.0967
48 C -5.6967 -5.0731 -0.2782
49 F -6.1969 -4.6584 -1.4247
50 F -4.8934 -6.1138 -0.4852
51 F -6.7380 -5.5059 0.4827
52 H -1.9499 -3.2561 0.6735
53 H -1.8583 -4.7583 1.5187
54 H -1.4312 -3.2145 2.3963
55 H -3.7947 -2.4835 2.1505
56 H -3.5034 -3.6642 3.2954
57 C -1.6372 4.8197 0.3933
58 C -1.0833 4.3363 1.7035
59 O 0.3248 4.6527 1.7087
60 C 0.9781 4.4973 2.8389
61 O 0.5576 4.0029 3.8407
62 C 2.4621 4.8913 2.6520
63 F 2.5746 6.2120 2.9221
64 F 3.2779 4.2446 3.4643
65 F 2.8730 4.7086 1.3969
66 H -1.0694 4.3676 -0.4225
67 H -1.6260 5.9067 0.3014
68 H -2.6875 4.5684 0.2308
69 H -1.2137 3.2578 1.8138
70 H -1.5527 4.8092 2.5674
71 C -2.7682 1.3910 4.6208
72 C -1.2627 1.5665 4.5407
73 O -0.7275 0.4431 5.2554
74 S -1.8361 -0.6189 5.6136
75 O -2.2866 -0.4286 6.9374
76 O -1.4307 -1.8893 5.1587
77 O -2.9449 -0.0249 4.6191
78 H -3.2448 1.8538 3.7662
79 H -3.1410 1.7666 5.5756
80 H -0.8901 2.4944 4.9613
81 H -0.9214 1.5208 3.5062
82 C 5.3403 3.1946 0.2081
83 C 6.5335 2.2971 0.4057
84 O 6.6339 1.5490 -0.8110
85 S 5.2102 1.3827 -1.5069
86 O 4.6841 0.0861 -1.2495
87 O 5.3162 1.8407 -2.8309
88 O 4.4321 2.4200 -0.5582
89 H 5.6750 4.0816 -0.3405
90 H 4.9292 3.5285 1.1532
91 H 6.2923 1.5884 1.2047
92 H 7.4782 2.7745 0.6381
93 C -4.3692 0.1281 0.7493
94 C -5.7875 0.1916 1.4026
95 O -5.9322 1.4813 1.9748
96 S -4.8376 2.4611 1.3535
97 O -4.4170 3.4030 2.3213
98 O -5.2860 2.9137 0.0885
99 O -3.7443 1.3371 1.2031
100 H -4.4513 0.0463 -0.3319
101 H -3.7762 -0.6925 1.1281
102 H -5.9507 -0.6275 2.0985
103 H -6.5168 0.0306 0.6051
104 C 0.7840 1.3367 -0.0683
105 C 1.6653 0.0865 0.0727
106 O 0.8418 -0.9101 0.6436
107 S -0.6189 -0.3329 0.9375
108 O -1.0759 -0.7047 2.2199
109 O -1.4096 -0.5332 -0.2182
110 O -0.1238 1.1847 1.0205
111 H 0.2154 1.3249 -1.0012
112 H 1.3905 2.2384 -0.0431
113 H 2.5236 0.3075 0.7021
114 H 2.0866 -0.1668 -0.9023
115 C 4.7837 -2.6709 0.4793
116 C 5.8406 -3.0086 1.5432
117 O 5.3696 -4.1383 2.2620
118 S 3.8575 -4.5087 1.8836
119 O 2.9861 -3.8221 2.7734
120 O 3.7093 -5.9045 1.7387
121 O 3.9015 -3.8140 0.4685
122 H 5.0642 -2.4602 -0.5469
123 H 4.1837 -1.8143 0.7999
124 H 5.9568 -2.1559 2.2110
125 H 6.8066 -3.2763 1.1197
126 C -1.6763 -3.0522 -3.7817
127 C -2.4480 -2.7243 -2.4899
128 O -3.7403 -3.3744 -2.6062
129 S -4.0045 -3.7939 -4.1200
130 O -4.5011 -2.6750 -4.8339
131 O -4.7196 -5.0036 -4.2001
132 O -2.4750 -4.0113 -4.4727
133 H -0.6880 -3.4393 -3.5623
134 H -1.5874 -2.1591 -4.4026
135 H -2.7257 -1.6783 -2.3918
136 H -1.9290 -3.0346 -1.5905
137 C 2.4614 -0.1571 5.2676
138 C 2.4085 -1.0552 4.0225
139 O 3.3756 -0.5121 3.1030
140 S 3.5021 1.0582 3.3087
141 O 2.5196 1.7431 2.5448
142 O 4.8642 1.4113 3.1500
143 O 3.1421 1.0389 4.8437
144 H 2.9770 -0.6166 6.1071
145 H 1.4684 0.1531 5.5635
146 H 1.4271 -0.9508 3.5559
147 H 2.6968 -2.0795 4.2077

Force components x, y, z for each atom (eV/Å):
C -0.5725 1.1322 0.5203
C -0.7821 -0.3335 0.2269
O 0.1487 0.0617 -0.5526
C 0.1477 0.0622 0.8783
O -0.1516 -0.3271 -0.2654
C -0.0014 -0.0377 -0.4602
F -0.0625 0.0766 -0.0368
F -0.0744 0.0113 0.2685
F 0.0932 0.0307 0.0623
H 0.3414 -0.2213 0.0209
H 0.0420 -0.2670 -0.2179
H 0.0758 -0.2996 -0.2072
H 0.4770 0.0029 -0.2588
H 0.2142 0.1021 0.0867
C 0.9534 -0.2240 -0.3090
C -0.0006 0.2952 -0.1395
O -0.0109 -0.5000 0.1536
C -0.0626 -0.2015 -0.6398
O -0.1310 0.1722 0.2314
C 0.0546 0.0616 0.0852
F -0.0591 -0.1201 -0.0315
F 0.0662 0.0927 0.1084
F -0.0736 0.2059 -0.0147
H -0.2879 0.0928 0.2585
H -0.2464 0.1116 -0.0342
H -0.2574 0.0576 0.0516
H -0.1262 -0.0236 0.1129
H 0.1258 -0.0070 -0.0025
C -0.3429 -0.2801 -0.9906
C 0.3268 0.1530 0.0781
O 0.5722 -0.0526 -0.0270
C -0.4535 -0.0009 0.0679
O -0.1388 0.0357 0.0042
C 0.0823 0.0402 -0.4862
F -0.0563 -0.0522 0.1079
F 0.1085 0.0311 0.1336
F 0.0171 -0.0073 0.2213
H 0.0751 0.1566 0.2895
H -0.0364 -0.0802 0.2755
H 0.0780 0.1426 0.3134
H -0.1545 -0.0152 0.0613
H -0.0008 -0.0391 -0.0140
C -0.6754 -0.2187 -0.0667
C 0.5189 1.1803 0.5046
O -0.0739 -0.3356 0.1077
C 0.3839 0.2423 -0.2167
O -0.1301 0.1824 -0.0189
C -0.9044 -0.3830 0.4682
F 0.1510 0.0912 -0.1293
F 0.1241 0.1567 -0.0666
F 0.2781 0.0501 -0.1227
H -0.0839 0.3035 0.1436
H 0.2140 -0.0187 0.4378
H 0.4214 -0.1938 -0.2350
H -0.1337 -0.1227 -0.4821
H -0.1149 -0.8760 -0.1375
C -0.2177 0.1569 -0.5211
C -0.7016 -0.0587 0.3043
O 0.2067 0.4194 -0.1838
C 0.1868 -1.2476 -0.5122
O -0.0412 0.3195 0.5325
C -0.2573 0.9738 0.0414
F 0.0342 -0.1615 -0.0247
F 0.0136 -0.1023 0.2148
F 0.0490 -0.1552 -0.0647
H -0.0005 0.1990 -0.0849
H 0.4067 -0.0213 0.0484
H 0.0603 -0.3583 0.3567
H 0.2003 0.0283 -0.0113
H 0.0411 0.0629 -0.0400
C 0.3282 0.5516 0.4839
C -0.0076 0.4116 -0.5625
O 0.5764 0.0043 0.2157
S -0.8209 0.4456 -0.8570
O 0.0317 0.0573 0.7572
O 0.1859 -0.6275 -0.1695
O 0.1136 -0.6273 -0.1278
H -0.3216 -0.1786 0.0480
H -0.2131 0.2116 -0.1718
H -0.0728 -0.0666 0.2619
H 0.0916 -0.2294 0.0910
C 1.3807 1.2271 -0.0619
C -0.5255 -1.0891 1.1231
O -0.0008 -0.0506 -0.5939
S 0.5221 0.3879 1.2019
O -0.2368 -0.2322 0.0775
O -0.1000 0.2521 -0.7676
O -0.3800 -0.5016 -0.3257
H -0.4444 -0.0475 -0.2325
H -0.4388 -0.3525 -0.0303
H 0.2159 0.0408 0.0084
H 0.0079 0.2046 -0.3281
C -0.6738 -0.3602 0.6138
C 0.0437 -1.2067 -1.4899
O 0.0546 0.4110 0.4423
S -0.4462 -0.5449 0.2808
O 0.1819 -0.0144 0.3029
O -0.0337 0.0256 -0.5205
O 0.6962 0.4398 -0.3934
H 0.2781 0.3303 -0.0578
H 0.0950 0.0120 -0.0184
H 0.1251 0.4884 0.5951
H -0.1328 0.3208 0.1221
C 0.6056 -0.5048 -0.7618
C 0.8934 1.3310 -1.0430
O -0.5332 -0.6858 0.5140
S 1.5002 0.7326 -0.1273
O -0.1094 -0.2279 0.3336
O -0.6099 -0.1354 -0.3497
O -0.7682 0.2473 0.2307
H 0.0057 0.0141 0.0208
H -0.2811 0.1661 0.6080
H -0.2655 -0.2678 0.3513
H -0.4144 -0.5993 0.0442
C -1.1650 0.4020 0.5056
C 0.5086 0.5365 -0.4853
O -0.3975 -0.4602 0.1247
S 0.4009 0.0305 0.5324
O -0.0597 0.3652 -0.1092
O 0.2512 -0.0908 -0.2265
O -0.1679 -0.1995 -0.4368
H 0.5084 -0.3386 0.0446
H 0.1063 -0.0214 0.0688
H 0.0473 -0.1005 0.1049
H -0.0222 -0.0269 -0.0202
C -0.2637 0.8786 0.1391
C -0.7782 0.7353 0.0069
O 0.2095 -0.8267 -0.0186
S -0.0528 0.7986 0.3025
O 0.0779 0.4790 -0.2178
O 0.1445 -0.7368 0.2757
O 0.3466 -0.6638 -0.2168
H -0.0634 -0.3808 -0.1832
H 0.0376 -0.0366 -0.0056
H 0.6082 0.1550 -0.1359
H -0.2190 -0.4054 0.0650
C -0.2777 -0.0706 -0.2378
C -0.5687 0.3871 -0.0342
O 0.3604 0.2530 -0.2279
S 0.0879 -0.9880 0.7511
O -0.3670 0.0925 -0.0433
O 0.3857 0.2519 -0.1863
O 0.3251 0.5360 -0.0402
H 0.3124 0.2448 -0.0743
H -0.1092 -0.1749 0.1364
H -0.0015 -0.4367 0.0138
H -0.1803 -0.1022 -0.0808

Properties
* energy above the lowest of the compared OMol25 structures with the same formula, charge and spin: 0.0 kcal per mole

These are the Löwdin partial charges, in e, on atoms 1 to 2: C -0.067; C -0.206


| no. | largest force on an atom (eV Å⁻¹) | E_HOMO (Eh) | gap between HOMO and LUMO (eV) |
| --- | --- | --- | --- |
| 1 | 8.9 | -0.33174 | 7.72 |
| 2 | 1.9 | -0.39366 | 10.72 |